A structure of composition C25H29AsN6O2S6Tb, computed with wB97M-V/def2-TZVPD.

Each line ends with the Mulliken charge.
Cartesian coordinates (Å):
Tb1 -0.939 -0.464 -0.206  -0.53
N1 2.229 -2.805 2.507  -0.06
C1 1.733 -2.383 1.233  -1.34
N2 1.015 -1.187 1.221  0.93
C2 1.367 -0.239 2.115  -0.08
N3 0.841 0.984 2.118  -1.15
N4 -0.112 1.200 1.189  1.18
C3 -0.732 2.375 1.227  -1.18
C4 -1.897 2.610 0.486  1.35
C5 -2.528 3.885 0.509  -1.16
C6 -3.681 4.112 -0.177  -0.34
C7 -4.249 3.045 -0.908  -0.97
C8 -3.599 1.826 -0.887  -0.22
N5 -2.469 1.572 -0.240  0.22
C9 2.294 -0.526 3.200  0.78
C10 2.727 0.439 4.107  -0.38
C11 3.550 0.095 5.164  -0.82
C12 3.971 -1.218 5.321  -0.39
C13 3.564 -2.193 4.423  -0.74
C14 2.726 -1.856 3.367  -0.02
H1 2.721 -3.687 2.492  0.26
H2 1.146 -3.214 0.815  0.39
H3 -0.382 3.161 1.903  0.12
H4 -2.063 4.667 1.092  0.39
H5 -4.157 5.085 -0.144  0.38
H6 -5.173 3.173 -1.448  0.39
H7 -4.035 0.975 -1.407  0.40
H8 2.401 1.457 3.965  0.48
H9 3.880 0.852 5.866  0.36
H10 4.630 -1.487 6.138  0.37
H11 3.903 -3.219 4.528  0.34
O1 -1.869 -1.062 1.776  -0.48
N6 -2.132 -2.322 1.988  0.39
C15 -1.649 -2.924 3.080  -0.10
C16 -1.918 -4.243 3.357  -0.89
C17 -2.718 -4.968 2.472  -0.09
C18 -3.223 -4.339 1.360  -0.88
C19 -2.943 -2.990 1.097  0.50
S1 -3.580 -2.115 -0.194  -0.39
H12 -1.052 -2.286 3.713  0.42
H13 -1.507 -4.692 4.246  0.39
H14 -2.938 -6.009 2.661  0.35
H15 -3.843 -4.852 0.644  0.38
S2 -0.181 -2.918 -1.299  -0.24
As1 2.125 -3.180 -1.859  0.25
S3 -1.210 -1.743 -2.637  -0.31
S4 3.183 -2.225 0.000  -0.33
S5 2.698 -1.993 -3.480  -0.56
C20 -0.720 0.486 -5.238  -0.76
C21 -0.396 1.970 -5.206  -0.24
C22 -1.088 2.669 -4.044  -0.99
S6 -0.355 2.489 -2.336  0.69
O2 -0.378 1.049 -2.014  0.15
C23 1.419 2.873 -2.771  -1.25
C24 2.252 1.601 -2.800  -0.01
C25 2.682 1.156 -1.410  -1.00
H16 -0.192 -0.010 -6.047  0.35
H17 -1.790 0.336 -5.355  0.36
H18 -0.431 0.009 -4.307  -0.28
H19 -0.734 2.439 -6.139  0.42
H20 0.685 2.104 -5.151  0.18
H21 -2.106 2.295 -3.931  0.43
H22 -1.132 3.751 -4.183  0.46
H23 1.759 3.549 -1.986  0.58
H24 1.418 3.410 -3.718  0.44
H25 3.138 1.752 -3.421  0.47
H26 1.682 0.789 -3.253  -0.15
H27 3.300 1.912 -0.926  0.37
H28 3.244 0.228 -1.491  0.23
H29 1.813 0.967 -0.773  0.20

Output
HOMO-LUMO gap (spin up / spin down): 4.147 / 5.207 eV
Spin multiplicity: 8
E: -6898.5935 a.u.
Charge: -2
ΔE to the lowest compared entry with this formula, charge and spin: 112.2 kJ/mol